(1)
14
Properties=species:S:1:pos:R:3:forces:R:3 method="wB97M-V/def2-TZVPD" gap_ev=10.24 smiles="C=C(C)CN" max_force_ev_per_a=0.98
H -1.7535 -0.8567 -1.7470 0.196 0.417 0.698
C 0.8092 -0.2096 -1.3351 0.172 0.119 0.371
C -0.1639 -0.0860 -0.4280 -0.293 -0.158 -0.921
N 1.5268 0.5451 1.2431 0.277 -0.033 0.561
H -2.0239 -1.1447 -0.0101 0.052 0.322 -0.096
H 1.8362 0.0872 -1.0886 -0.496 -0.141 -0.122
H 1.9783 -0.3773 1.2139 -0.348 0.499 0.013
H -0.4029 -0.2570 1.6694 -0.054 0.341 -0.276
H 1.6670 0.9147 2.1907 -0.092 -0.227 -0.581
H -2.2163 0.5204 -0.6765 0.124 -0.564 0.032
C -1.6237 -0.4158 -0.7312 0.275 0.060 -0.418
H -0.3611 1.4286 1.0876 0.066 -0.322 -0.103
H 0.6326 -0.5818 -2.3408 -0.127 0.027 0.179
C 0.0952 0.4329 0.9526 0.246 -0.340 0.664

(2)
7
Properties=species:S:1:pos:R:3:forces:R:3 method="wB97M-V/def2-TZVPD" gap_ev=10.84 max_force_ev_per_a=6.16
O -1.1084 0.8067 -0.3498 2.640 -0.517 1.505
O 0.3757 -1.0789 -0.3360 1.216 -1.512 1.306
F 1.4504 0.8595 0.0649 -0.308 0.081 -0.272
C 0.4878 0.0141 0.3745 -3.556 1.481 -4.808
H 0.4133 -0.1278 1.3787 -0.520 -0.290 2.763
H -1.8990 0.5286 0.1470 0.676 -0.064 0.091
H 0.2803 -1.0022 -1.2793 -0.148 0.822 -0.586